1.
{
  "formula": "C2H9FIP3S",
  "method": "ωB97M-V/def2-TZVPD",
  "symbols": ["C", "P", "C", "P", "I", "P", "S", "H", "H", "H", "H", "H", "H", "H", "H", "H", "F"],
  "xyz": [[-1.04568, -0.03983, 1.75546], [0.45055, -0.34904, 0.83362], [1.83170, 0.75167, 1.35066], [-0.14321, 0.40971, -1.12337], [-2.46547, 0.63032, -1.31983], [0.46454, -1.05427, -2.73545], [0.61808, -2.85888, -2.17238], [-1.09332, 0.96595, 2.18211], [-1.09217, -0.77951, 2.55801], [-2.05367, -0.27292, 1.22895], [2.47398, 1.02888, 0.51095], [1.48985, 1.64856, 1.87089], [2.43113, 0.14628, 2.03376], [0.45923, 1.62161, -1.52541], [-0.52333, -0.72116, -3.67779], [1.62781, -0.40348, -3.19363], [-3.43001, -0.72389, 1.42346]],
  "multiplicity": 1,
  "lumo_ev": -1.315,
  "gap_ev": 6.623,
  "mol_weight_da": 304.0
}



2.
{
  "formula": "C29H30MgN3O3",
  "method": "ωB97M-V/def2-TZVPD",
  "symbols": ["Mg", "C", "C", "C", "C", "C", "C", "C", "C", "C", "H", "H", "H", "H", "H", "H", "H", "H", "H", "H", "H", "H", "O", "C", "O", "C", "C", "C", "C", "C", "C", "H", "H", "H", "H", "H", "C", "C", "C", "C", "C", "N", "C", "O", "N", "C", "C", "C", "C", "N", "C", "C", "C", "H", "H", "H", "H", "H", "H", "H", "H", "H", "H", "H", "H", "H"],
  "xyz": [[0.13582, 0.04125, 0.24339], [-0.29015, 1.79932, 3.33816], [-0.94496, 0.86403, 2.35779], [-0.67706, -0.51739, 2.40470], [-1.32278, -1.42003, 1.54045], [-1.06656, -2.90133, 1.63811], [-2.20604, -0.90748, 0.58237], [-2.47786, 0.46303, 0.48832], [-3.39676, 0.98631, -0.57159], [-1.84189, 1.33045, 1.38709], [0.73897, 2.02549, 3.05132], [-0.25647, 1.35176, 4.32981], [-0.83254, 2.74036, 3.39675], [0.00239, -0.89977, 3.15741], [-0.35316, -3.24712, 0.88699], [-1.98977, -3.45416, 1.47057], [-0.67491, -3.16436, 2.61906], [-2.69940, -1.59382, -0.09538], [-2.87510, 0.99989, -1.53120], [-3.71987, 2.00163, -0.35275], [-4.27390, 0.34886, -0.67331], [-2.06988, 2.38946, 1.34585], [0.53236, 0.14790, -3.74206], [0.10623, 0.65443, -2.73208], [-0.01697, 0.05037, -1.58561], [-0.45439, 2.05357, -2.75364], [-1.02037, 2.51843, -3.93600], [-1.57622, 3.78769, -3.99282], [-1.54785, 4.61774, -2.87891], [-0.95825, 4.17175, -1.70295], [-0.42927, 2.88927, -1.64573], [-1.01632, 1.87385, -4.80359], [-2.02661, 4.13237, -4.91351], [-1.97414, 5.60994, -2.93167], [-0.90486, 4.81977, -0.83816], [0.03780, 2.56864, -0.71024], [4.39130, 1.30506, -5.57970], [4.96112, 0.34527, -4.57167], [6.27508, 0.44770, -4.12895], [6.78255, -0.41750, -3.17068], [5.98405, -1.42430, -2.64620], [6.56082, -2.25531, -1.64443], [5.96029, -3.02290, -0.68530], [6.49200, -3.97242, -0.16520], [4.64682, -2.65697, -0.33735], [4.17049, -1.38405, -0.04768], [4.91600, -0.21048, -0.11287], [4.29053, 1.00005, 0.11645], [2.93832, 1.03132, 0.38722], [2.21568, -0.09394, 0.47029], [2.82532, -1.26553, 0.27971], [4.68012, -1.56819, -3.10501], [4.18069, -0.67911, -4.04382], [5.17417, 1.89670, -6.05163], [3.68791, 1.99506, -5.11120], [3.85064, 0.77736, -6.36476], [6.91427, 1.22429, -4.52909], [7.80288, -0.30318, -2.82575], [7.54238, -2.47885, -1.74228], [4.17470, -3.42456, 0.12194], [5.97070, -0.23720, -0.33898], [4.84962, 1.92235, 0.05977], [2.41942, 1.97278, 0.52176], [2.20700, -2.15572, 0.32272], [4.05068, -2.36971, -2.74831], [3.15481, -0.79384, -4.37225]],
  "multiplicity": 1,
  "lumo_ev": -2.976,
  "gap_ev": 7.667,
  "total_charge": 1,
  "mol_weight_da": 492.9
}



3.
{
  "formula": "C47H48AsN5O2ReS",
  "method": "ωB97M-V/def2-TZVPD",
  "symbols": ["Re", "C", "C", "C", "C", "C", "C", "C", "C", "N", "C", "O", "C", "C", "C", "C", "C", "N", "C", "O", "N", "C", "C", "C", "C", "C", "C", "C", "C", "H", "H", "H", "H", "H", "H", "H", "H", "H", "H", "H", "H", "H", "H", "H", "H", "H", "H", "H", "H", "H", "C", "C", "N", "C", "C", "S", "C", "C", "N", "H", "H", "H", "H", "H", "H", "H", "H", "H", "H", "H", "H", "H", "H", "C", "C", "C", "C", "C", "C", "As", "C", "C", "C", "C", "C", "C", "C", "C", "C", "C", "C", "C", "H", "H", "H", "H", "H", "H", "H", "H", "H", "H", "H", "H", "H"],
  "xyz": [[0.25670, 0.07150, -0.59460], [4.43030, 1.56760, 0.42090], [4.26990, 0.07090, 0.44850], [5.45280, -0.65670, 0.37350], [5.47200, -2.03140, 0.48610], [4.28210, -2.71560, 0.68430], [3.07740, -2.03630, 0.72690], [1.79910, -2.77340, 0.97080], [3.05820, -0.63480, 0.58970], [1.81850, 0.04270, 0.67450], [1.76770, 0.96010, 1.68790], [2.63320, 1.14770, 2.51600], [0.46290, 1.69550, 1.78560], [0.38870, 2.86090, 2.53140], [-0.86170, 3.41060, 2.76830], [-1.95890, 2.64340, 2.42550], [-1.81530, 1.44240, 1.71980], [-0.60630, 1.05060, 1.27430], [-3.03080, 0.55860, 1.90330], [-4.06140, 1.06180, 2.31780], [-2.95990, -0.76820, 1.69090], [-3.38000, -1.69380, 2.57140], [-2.86930, -1.67160, 3.91650], [-1.77320, -0.72860, 4.29360], [-3.33870, -2.57140, 4.84770], [-4.27650, -3.53760, 4.49780], [-4.73120, -3.61200, 3.18790], [-4.29410, -2.73860, 2.20940], [-4.90670, -2.84690, 0.85290], [4.96810, 1.85910, 1.32330], [3.50360, 2.13800, 0.42400], [5.05030, 1.86630, -0.42570], [6.37620, -0.11150, 0.25600], [6.40980, -2.56030, 0.44630], [4.28430, -3.78480, 0.83140], [1.98570, -3.83740, 1.07230], [1.09400, -2.62980, 0.14650], [1.33680, -2.41610, 1.89080], [1.30030, 3.30360, 2.90140], [-0.97520, 4.35080, 3.28250], [-2.96090, 2.92270, 2.72050], [-1.11390, -0.52620, 3.45080], [-1.18130, -1.14460, 5.10720], [-2.18860, 0.22240, 4.63370], [-2.95510, -2.53480, 5.85700], [-4.63340, -4.23770, 5.23640], [-5.46580, -4.35700, 2.92170], [-4.31890, -2.33550, 0.09090], [-5.91080, -2.41840, 0.86630], [-5.01470, -3.89480, 0.57830], [1.88950, 2.62750, -2.44950], [0.34810, 2.69580, -2.37370], [-0.25610, 1.36090, -2.52700], [-0.03100, 0.78670, -3.86980], [0.26720, -0.71950, -3.87110], [1.10600, -1.40450, -2.39260], [2.85250, -0.98250, -2.68520], [3.05000, 0.49840, -2.97090], [2.34540, 1.31820, -1.98720], [2.23090, 2.81010, -3.47180], [2.29820, 3.43200, -1.83300], [0.04410, 3.07770, -1.39390], [-0.03740, 3.38740, -3.13420], [-1.26000, 1.49520, -2.38610], [-0.90710, 0.95090, -4.50810], [0.79090, 1.32170, -4.34130], [-0.65700, -1.29740, -3.91600], [0.87740, -0.99380, -4.73030], [3.36400, -1.29230, -1.77480], [3.20880, -1.58810, -3.51710], [4.12960, 0.70170, -2.98010], [2.67660, 0.71560, -3.97250], [2.95900, 1.42130, -1.18830], [-5.71330, 2.05810, -1.64390], [-4.60600, 1.97100, -2.47000], [-3.61380, 1.04700, -2.19890], [-3.68540, 0.18320, -1.10710], [-4.82130, 0.25560, -0.31330], [-5.81900, 1.18370, -0.57950], [-2.07520, -1.04280, -0.99310], [-2.60790, -2.05990, -2.59900], [-3.02050, -1.59810, -3.84270], [-3.61380, -2.45510, -4.75600], [-3.78800, -3.79200, -4.44520], [-3.34410, -4.27950, -3.23110], [-2.76090, -3.42750, -2.30100], [-2.28500, -3.84200, -0.98510], [-2.16290, -5.15350, -0.54100], [-1.63460, -5.41420, 0.71050], [-1.19070, -4.37740, 1.51440], [-1.31960, -3.06550, 1.08490], [-1.90670, -2.79340, -0.13620], [-6.48420, 2.78650, -1.83970], [-4.51460, 2.61890, -3.32970], [-2.79360, 0.97490, -2.90240], [-4.95970, -0.38320, 0.53950], [-6.68280, 1.21830, 0.06600], [-2.89550, -0.56360, -4.13260], [-3.95220, -2.07080, -5.70520], [-4.27940, -4.45060, -5.14210], [-3.46710, -5.32520, -2.99920], [-2.46120, -5.97370, -1.17290], [-1.55150, -6.43290, 1.05230], [-0.73950, -4.59350, 2.47070], [-0.95130, -2.25370, 1.69600]],
  "multiplicity": 2,
  "lumo_ev": [-8.680, -8.556],
  "gap_ev": [2.952, 2.969],
  "total_charge": 2,
  "s_squared": 0.7674,
  "mol_weight_da": 1008.1
}



4.
{
  "formula": "C2H3BrO",
  "method": "ωB97M-V/def2-TZVPD",
  "symbols": ["C", "C", "O", "Br", "H", "H", "H"],
  "xyz": [[0.86878, -2.86457, 0.58401], [-0.04244, 0.19205, -0.02877], [1.00193, -3.77080, -0.16141], [1.60948, -2.83569, 2.25835], [-0.21705, 0.49980, 1.08965], [-0.73509, -0.63555, -0.39303], [0.78062, 0.77457, -0.48407]],
  "multiplicity": 1,
  "lumo_ev": [-1.377, -0.021],
  "gap_ev": [7.608, 9.185],
  "de_lowest_kcal_mol": 93.44,
  "mol_weight_da": 122.9
}